# 1
Computed, not measured: a structure of composition C36H31N3O2Pb in a non-equilibrium geometry, with wB97M-V/def2-TZVPD.

Largest force on an atom = 1.76 eV/Å
HOMO level (spin up / spin down) = -13.9 / -13.8 eV
Net charge = +2
Gap between HOMO and LUMO (spin up / spin down) = 0.197 / 0.203 Ha
Energy relative to the best compared isomer or geometry (same formula, charge and spin) = 2.004 eV

The geometry in XYZ format:
```
73
C36H31N3O2Pb wB97M-V/def2-TZVPD
C -5.043 1.300 -0.720
C -1.095 4.031 1.261
C 0.503 -4.822 0.352
C 2.439 2.323 -0.313
H 3.203 3.098 -0.350
C -4.010 2.102 4.142
C 3.414 2.103 4.625
H 4.538 1.888 -1.761
C 0.120 4.596 1.609
H 1.630 -3.121 1.171
H 1.825 0.718 4.988
H 6.797 1.151 -2.273
C 4.343 0.569 -0.053
H 4.737 2.790 1.593
C -2.422 2.350 -0.033
C 2.452 1.182 4.243
C 2.311 0.842 2.910
H -2.315 2.117 -1.094
O 2.299 -0.037 0.169
C -1.111 2.889 0.467
H 4.987 3.394 3.963
H 7.828 -0.719 -1.034
H 2.195 1.992 -1.324
H -4.165 -1.150 1.447
C -2.894 1.254 2.183
C -3.988 1.876 2.778
H 1.568 0.104 2.618
C -4.790 -0.575 0.782
H -1.498 -3.210 -1.577
C -1.844 1.102 4.348
H 0.157 5.490 2.212
C -6.862 -0.246 -0.375
C 2.964 1.094 0.473
H -4.670 2.177 -1.221
H -2.956 1.892 5.998
C -6.081 -0.983 0.503
C 6.264 0.681 -1.460
H -6.465 -1.888 0.948
C 4.917 -0.486 0.655
H -2.020 4.481 1.582
C 4.980 1.110 -1.161
C 4.230 2.686 3.667
H -3.184 3.115 0.109
C -2.938 1.717 4.933
H -0.966 0.363 2.552
C 1.283 4.035 1.109
C 6.182 -0.930 0.322
H 2.239 4.487 1.313
C -1.834 0.865 2.987
C 6.856 -0.350 -0.743
C 3.113 1.432 1.943
C -4.291 0.594 0.209
H -4.868 2.575 4.592
Pb 0.040 -0.335 0.333
H -7.859 -0.576 -0.623
N 0.062 -2.722 -0.222
H -6.959 1.488 -1.632
C 1.199 2.891 0.323
N 0.024 2.306 0.062
O -2.198 -0.041 0.232
H 3.538 2.355 5.667
H -1.002 0.796 4.949
H 0.875 -5.727 0.786
C -2.870 1.043 0.676
N -0.514 -4.802 -0.552
H 6.626 -1.743 0.875
C -6.349 0.902 -0.962
H -4.830 2.176 2.170
H 4.375 -0.943 1.467
C -0.752 -3.527 -0.877
H -1.004 -5.609 -0.910
C 0.858 -3.523 0.549
C 4.084 2.351 2.334
```

Atom charges from the Löwdin analysis, given in e for atoms 1 to 5:
1 C 0.003
2 C 0.016
3 C -0.051
4 C -0.042
5 H 0.132

***

# 2
Computed, not measured: a structure of composition C5H5FNaO4Tl in a non-equilibrium geometry, with wB97M-V/def2-TZVPD.

Largest force on an atom = 9.46 eV/Å
HOMO level (spin up / spin down) = -11.4 / -12.2 eV
Spin multiplicity = 2
<S²> = 0.753
Net charge = +1
Gap between HOMO and LUMO (spin up / spin down) = 0.270 / 0.299 Ha
Energy relative to the best compared isomer or geometry (same formula, charge and spin) = 3.476 eV

The geometry in XYZ format:
```
17
C5H5FNaO4Tl wB97M-V/def2-TZVPD
C -3.087 -0.162 0.508
Na 1.489 2.101 -1.087
O -2.749 1.126 0.117
C 1.804 -0.612 0.218
H 3.795 -0.485 1.295
H 1.292 -0.374 1.184
H 0.953 -1.676 0.503
H -1.499 -1.524 0.922
Tl 0.214 -0.819 -2.233
C -2.033 -0.972 0.150
O -0.823 1.883 -0.832
C 3.147 -0.106 0.504
F 3.271 1.261 0.355
C -1.694 1.061 -0.691
O -1.523 -0.258 -0.964
O 1.445 -0.129 -1.018
H -4.001 -0.315 1.068
```

Atom charges from the Löwdin analysis, given in e for atoms 1 to 5:
1 C 0.048
2 Na 0.650
3 O 0.152
4 C -0.348
5 H 0.120

***

# 3
Computed, not measured: a cluster of 10 separate species, C40H85N5O15 in total in a non-equilibrium geometry, with wB97M-V/def2-TZVPD.

Largest force on an atom = 2.48 eV/Å
HOMO level = -9.5 eV
SMILES string = COCCOCCOC.COCCOCCOC.COCCOCCOC.COCCOCCOC.COCCOCCOC.CC#N.CC#N.CC#N.CC#N.CC#N
Gap between HOMO and LUMO = 0.355 Ha

The geometry in XYZ format:
```
145
C40H85N5O15 wB97M-V/def2-TZVPD
H 4.537 -3.096 -0.583
H 4.287 -0.712 1.919
C 2.815 -4.414 2.692
H 2.839 9.633 0.112
H -0.378 6.571 -2.341
H 2.440 1.339 -0.122
H 4.969 -4.928 6.239
C -0.025 -1.234 -0.504
C -1.961 -5.841 -0.166
H -2.499 5.188 -1.155
O 3.682 -5.505 4.729
C 1.669 -5.663 1.030
H 3.191 -2.041 -1.020
C -4.546 7.109 -2.958
H 2.114 8.059 0.274
H -2.758 -1.707 3.307
O 1.421 9.186 -1.299
O -2.395 8.185 -3.388
H -1.346 -1.856 0.957
H 5.646 2.741 3.048
H -4.188 8.696 -4.294
C 0.735 -1.329 3.543
C 4.187 -2.370 -1.315
H 0.989 -7.145 -4.127
H -0.081 -1.865 6.634
C -3.866 2.739 2.206
H -0.505 8.811 -1.813
H -0.223 -8.431 -3.781
C 4.785 2.629 3.716
H 0.936 -6.475 1.001
H -1.015 -5.959 -0.694
H -3.269 4.461 -2.606
H -2.321 2.156 -1.979
C 2.455 8.791 -0.469
H 0.754 0.534 -2.965
C 3.146 -4.345 4.145
C 4.887 0.311 3.679
H 3.801 -3.495 4.362
H -5.595 7.225 -3.277
H 4.956 0.204 4.771
H 3.741 -4.782 2.193
H -2.223 -5.399 -2.957
H -2.804 -7.837 -0.185
H 1.151 0.408 -4.643
C -3.372 4.634 -1.527
H -3.806 -6.170 -3.068
C -2.309 -6.900 -4.452
H -1.863 -6.035 0.907
O 3.113 -1.349 3.513
O 1.729 -5.265 2.382
H -2.490 7.460 -5.381
H 1.270 -4.615 -3.170
H 3.299 8.335 -0.990
H 1.772 4.730 -3.067
O 4.139 1.434 3.325
H 0.167 -3.145 5.433
C -4.042 -1.014 1.839
N -1.619 1.432 2.381
C 1.975 -0.738 2.914
C -3.790 8.363 -3.329
C -1.383 -1.419 -0.044
H 5.041 -1.738 3.129
H -1.426 3.172 -0.780
H -1.142 -1.978 5.215
C 4.276 -2.941 -2.653
C 0.848 1.122 -3.877
C -0.469 1.652 -4.232
H 1.554 1.938 -3.776
H 5.938 0.417 3.345
H 0.554 -2.364 3.216
H 5.206 2.485 4.716
C 0.599 7.057 -2.199
C 0.905 -4.235 -2.225
H 4.085 3.448 3.663
C 2.085 3.875 -1.162
H 1.985 -0.965 1.838
C 1.638 2.016 0.207
H -3.945 -3.199 -0.289
C -2.603 2.032 2.330
C -0.045 -7.349 -3.844
C 4.337 -0.912 2.998
H 0.991 7.332 -3.184
H -4.228 6.242 -3.548
O -3.554 3.377 -0.909
O 1.533 6.170 -1.601
H -3.406 -3.882 1.228
H 0.064 8.030 -0.300
H 3.900 -6.287 6.576
H 1.841 -3.665 0.169
N -1.520 2.009 -4.503
H -4.322 -4.851 0.147
O -0.937 -6.743 -4.755
C -2.871 -6.908 -0.769
H 0.200 -4.235 0.315
H 0.312 4.548 -2.168
H -0.175 -4.038 -2.179
H -3.712 -0.289 3.796
H -3.954 -6.714 -0.760
O 1.172 2.877 -0.806
C -2.034 7.300 -4.402
N 1.056 -1.103 -0.878
H -1.869 -0.460 0.140
H 2.201 -4.097 4.666
H -0.109 -6.936 -2.827
H -4.001 9.112 -2.569
C 3.952 -5.318 6.086
N -4.280 -0.821 0.744
H -4.743 5.530 -0.126
H -4.531 2.343 2.980
N 4.298 -3.417 -3.690
C -2.720 -6.370 -3.097
C -0.107 -2.091 5.569
H -2.674 -7.918 -4.629
H 2.745 -3.416 2.254
O -2.354 -4.515 -0.493
C 0.312 8.272 -1.340
H -2.789 -6.240 -5.181
H 2.969 3.483 -1.672
H 1.981 0.346 3.052
H 2.406 4.399 -0.253
H -2.012 -1.991 -0.712
H -3.741 3.803 2.384
H -5.509 5.101 -1.640
O -4.400 6.851 -1.595
H 0.811 1.335 0.409
H 2.588 -6.126 0.643
C 1.353 4.876 -2.056
O -2.448 -7.314 -2.065
O 1.279 -5.129 -1.199
H 4.804 -1.467 -1.335
H 1.945 2.568 1.097
C -3.524 -4.099 0.152
H -4.513 -1.906 3.619
O 0.777 -1.209 4.939
H -0.964 7.439 -4.589
C 1.223 -4.568 0.075
C -3.737 -1.230 3.260
H 3.260 -4.606 6.548
H -0.118 -0.754 3.134
H 1.346 -3.248 -2.049
C -4.577 5.502 -1.208
C -2.354 2.643 -1.002
H -4.373 2.575 1.260
H -2.098 6.263 -4.068
H -2.399 1.817 -0.289
```

Atom charges from the Löwdin analysis, given in e for atoms 1 to 5:
1 H 0.081
2 H 0.130
3 C -0.202
4 H 0.084
5 H 0.103

***

# 4
Computed, not measured: the molecule C5H11NO3, with wB97M-V/def2-TZVPD.

Largest force on an atom = 0.43 eV/Å
HOMO level = -8.9 eV
Gap between HOMO and LUMO = 0.347 Ha
Energy relative to the best compared isomer or geometry (same formula, charge and spin) = 3.066 eV

The geometry in XYZ format:
```
20
C5H11NO3 wB97M-V/def2-TZVPD
H -2.820 1.846 -0.323
H 0.733 2.132 -1.533
H -2.980 0.354 0.641
N 1.048 0.128 -0.895
C 1.044 -2.108 1.081
H 1.328 -0.402 -1.710
H -0.389 0.698 1.470
H -2.657 0.243 -1.101
C -0.279 -0.392 -0.437
O -1.054 0.894 0.029
C -2.458 0.825 -0.200
H 1.980 -1.977 1.624
H 0.386 -2.738 1.689
H 1.352 1.944 0.107
C 1.402 1.538 -0.905
O -0.875 -1.217 -1.157
C 0.358 -0.818 0.883
H 1.202 -2.598 0.124
O 0.250 0.002 1.870
H 2.429 1.644 -1.259
```

Atom charges from the Löwdin analysis, given in e for atoms 1 to 5:
1 H 0.085
2 H 0.084
3 H 0.087
4 N 0.020
5 C 0.026

***

# 5
Computed, not measured: the molecule CH2N2O3S in a non-equilibrium geometry, with wB97M-V/def2-TZVPD.

Largest force on an atom = 2.77 eV/Å
HOMO level (spin up / spin down) = -9.5 / -9.9 eV
Gap between HOMO and LUMO (spin up / spin down) = 0.303 / 0.298 Ha
Energy relative to the best compared isomer or geometry (same formula, charge and spin) = 6.129 eV

The geometry in XYZ format:
```
9
CH2N2O3S wB97M-V/def2-TZVPD
N 2.449 0.052 0.129
N 0.061 -0.147 0.025
O 1.256 -1.706 1.178
C 1.232 -0.712 0.505
O 1.985 1.321 0.419
H -0.209 0.193 -0.906
S 3.668 -0.870 -0.538
O 2.542 2.460 0.244
H -0.763 -0.659 0.415
```

Atom charges from the Löwdin analysis, given in e for atoms 1 to 5:
1 N -0.501
2 N 0.149
3 O 0.094
4 C -0.601
5 O -0.163

***

# 6
Computed, not measured: a structure of composition C27H74AsF6O10 in a non-equilibrium geometry, with wB97M-V/def2-TZVPD.

Largest force on an atom = 2.43 eV/Å
HOMO level = -7.3 eV
Net charge = -1
Gap between HOMO and LUMO = 0.355 Ha
Energy relative to the best compared isomer or geometry (same formula, charge and spin) = 0.603 eV

The geometry in XYZ format:
```
118
C27H74AsF6O10 wB97M-V/def2-TZVPD
H 3.412 -0.475 -1.152
H -3.518 2.959 0.735
O -2.732 -3.339 -1.652
H 2.161 -4.930 1.403
H 5.400 -0.477 -2.152
H -5.079 0.937 -1.965
H 2.038 -0.247 -3.385
H 3.532 -1.696 1.628
H 0.379 -5.549 3.344
F 0.059 1.720 1.084
H 1.499 3.949 1.001
O -4.455 2.619 -4.783
H -5.198 3.197 -4.588
H 5.679 -0.332 0.766
H -4.124 3.725 -2.344
C -0.227 -4.709 3.002
H 2.178 -5.108 -0.967
C -3.720 -2.832 -2.515
C 3.630 0.220 -1.963
H -5.014 -2.792 -0.812
C -1.965 -0.293 4.471
F -0.480 -0.547 1.931
F 1.004 -0.329 -0.095
H -2.414 -2.550 -1.203
C 5.546 0.363 1.596
H -4.062 3.797 3.122
H -1.305 4.267 3.448
H 1.257 3.286 -3.279
C 4.839 -0.319 2.771
H 3.314 -4.139 -1.816
O 0.538 -5.329 -3.068
F -1.416 -1.297 -0.293
C 3.037 1.577 -1.666
H -3.820 -1.197 -3.913
F -2.222 0.868 0.726
C 1.849 3.806 3.158
H 0.730 -5.708 -3.930
H 2.000 4.501 3.983
H 0.084 -2.685 -2.984
H 3.710 2.004 -0.921
O 5.665 -1.383 3.195
H -2.512 -2.274 3.707
H 1.515 5.467 1.868
H 3.864 2.984 3.058
H 0.300 2.800 2.533
H -3.307 4.664 0.911
C 1.483 -4.324 -2.908
H -6.116 1.935 -3.054
C 1.599 -3.997 1.440
C -4.066 1.973 -3.592
H 4.727 0.384 3.598
H 5.278 -1.639 4.037
C 1.997 4.490 1.805
H 3.406 -1.418 -3.339
H 0.401 3.180 -0.862
O -0.305 4.627 -3.780
H 1.914 -3.328 2.242
O 0.540 3.329 3.301
H -2.705 2.639 3.109
C 3.514 -0.904 2.376
O -2.184 4.642 3.340
H 0.224 -6.196 1.117
H -0.879 -0.385 4.455
H -4.403 -1.168 -1.197
H 3.071 2.308 -2.474
C -2.708 -1.647 4.578
H 6.501 0.807 1.877
H 1.835 -3.363 0.584
C -3.046 3.618 2.772
H -2.342 -2.278 5.389
H 2.608 1.982 2.298
H -3.075 2.506 -1.717
C 2.594 -4.947 -1.960
H 2.941 -1.347 3.193
H -0.525 -3.471 1.230
H -1.560 0.983 5.859
O -2.305 0.419 5.636
H -4.167 -3.664 -3.060
C 3.118 -0.368 -3.280
H -0.875 4.195 -4.419
H -5.527 0.387 -3.590
H -2.295 0.217 3.566
C 0.772 -3.126 -2.263
F -0.926 0.981 -1.278
C 2.838 2.627 3.147
H 1.883 -3.945 -3.850
C 0.098 -4.303 1.555
C -3.041 -1.873 -3.557
H 2.011 1.517 -1.303
H 1.528 -2.373 -2.036
H 3.419 0.262 -4.118
H -3.324 1.243 -3.916
H -0.950 4.128 -1.303
H 3.028 -5.884 -2.308
H 0.220 -3.438 -1.377
H 0.684 4.862 -1.347
As -0.634 0.229 0.344
C -3.419 2.950 -2.652
H -2.230 -1.348 -3.054
O -0.171 -5.418 0.716
H -0.281 2.682 -3.291
H -2.719 -2.437 -4.433
C 0.099 3.966 -1.554
H 2.766 1.994 4.032
H 0.012 -3.872 3.660
C -4.749 -2.110 -1.621
H 3.047 4.611 1.540
H -1.882 3.547 0.929
H 4.970 1.195 1.189
H 2.920 -0.089 1.958
H -2.611 3.526 -3.105
C -5.263 1.258 -2.990
H -1.291 -4.860 3.187
H -3.790 -1.551 4.673
C 0.245 3.598 -3.016
O 5.010 0.400 -2.190
C -2.912 3.706 1.249
H -5.681 -2.006 -2.179
```

Atom charges from the Löwdin analysis, given in e for atoms 1 to 5:
1 H 0.121
2 H 0.053
3 O -0.066
4 H 0.084
5 H 0.086

***

# 7
Computed, not measured: a cluster of 2 separate species, C3H7NS in total in a non-equilibrium geometry, with wB97M-V/def2-TZVPD.

Largest force on an atom = 3.70 eV/Å
HOMO level = -8.7 eV
SMILES string = C=CN=C.S
Gap between HOMO and LUMO = 0.342 Ha
Energy relative to the best compared isomer or geometry (same formula, charge and spin) = 2.322 eV

The geometry in XYZ format:
```
12
C3H7NS wB97M-V/def2-TZVPD
H 1.354 -0.923 0.053
H 0.453 1.337 -1.475
H 3.160 -0.520 0.309
H -1.427 -2.254 0.986
H -0.102 2.821 -0.458
C -0.140 1.702 -0.640
H -1.101 -0.633 1.917
N -0.744 0.924 0.094
C -1.096 -0.354 -0.105
S 2.271 -0.076 -0.579
H -1.403 -0.828 -1.037
C -1.226 -1.196 0.934
```

Atom charges from the Löwdin analysis, given in e for atoms 1 to 5:
1 H -0.160
2 H 0.010
3 H -0.218
4 H 0.047
5 H 0.099

***

# 8
Computed, not measured: the molecule C11H14O2S in a non-equilibrium geometry, with wB97M-V/def2-TZVPD.

Largest force on an atom = 4.50 eV/Å
HOMO level = -8.8 eV
SMILES string = CC1(C)CC(O)(C(=O)c2cccs2)C1
Gap between HOMO and LUMO = 0.308 Ha
Energy relative to the best compared isomer or geometry (same formula, charge and spin) = 3.447 eV

The geometry in XYZ format:
```
28
C11H14O2S wB97M-V/def2-TZVPD
C -2.366 -1.449 -0.321
H -1.034 -0.174 1.014
S -4.700 -0.229 0.532
H -1.330 -3.313 -0.348
C -3.781 1.931 -0.451
H -1.872 1.220 -1.328
O -0.513 -2.907 -0.625
H 1.167 -1.551 -1.558
H 0.501 1.669 -0.107
H 2.193 1.528 0.046
H 2.338 -2.100 0.501
H 2.724 -0.593 1.518
C -0.197 -0.850 0.818
C 2.370 -1.014 0.547
C -4.784 1.451 0.359
H 3.021 -0.840 -0.291
H -3.771 2.857 -1.048
C -3.095 -0.251 -0.217
H -0.205 -1.619 1.590
H 1.094 1.436 1.398
H 0.277 0.033 -1.825
C 1.216 1.126 0.436
C -2.795 0.960 -0.802
C -0.717 -1.517 -0.579
H -5.705 1.957 0.646
C 1.097 -0.288 0.177
C 0.615 -0.767 -1.201
O -2.795 -2.547 0.045
```

Atom charges from the Löwdin analysis, given in e for atoms 1 to 5:
1 C -0.314
2 H 0.099
3 S 1.091
4 H 0.048
5 C -0.179

***

# 9
Computed, not measured: a structure of composition C30H31NOP2Tl in a non-equilibrium geometry, with wB97M-V/def2-TZVPD.

Largest force on an atom = 4.95 eV/Å
HOMO level = -8.0 eV
Net charge = +1
Gap between HOMO and LUMO = 0.156 Ha
Energy relative to the best compared isomer or geometry (same formula, charge and spin) = 3.458 eV

The geometry in XYZ format:
```
66
C30H31NOP2Tl wB97M-V/def2-TZVPD
N 0.171 -0.219 -3.403
H 4.414 0.287 -1.730
C -1.568 1.410 -3.342
C 0.755 2.077 -2.796
H -2.928 2.974 -3.898
H 2.876 2.306 -2.398
H 4.754 -2.173 -1.964
H 0.603 -3.056 0.419
H 1.969 1.959 -0.801
P -0.961 -2.383 -1.288
C 2.333 0.204 -2.340
C -1.944 -3.811 -0.788
C -2.085 0.687 -0.268
H -1.339 -4.723 -0.848
H -4.378 -2.099 -1.590
C 2.022 1.658 -2.114
C 2.493 3.245 0.117
C 5.873 2.932 2.615
H 5.725 0.801 2.252
H -4.871 -0.397 -1.318
C 4.274 1.910 1.107
C 3.546 5.572 1.307
H 3.933 6.480 1.795
H 1.884 6.580 0.371
C -2.592 0.293 -3.161
C 3.583 -0.361 -2.045
H -4.159 -1.347 0.010
C 5.312 1.783 2.015
C -1.894 2.736 -3.600
O -2.158 -1.490 3.266
H -0.344 -1.646 0.980
H -0.396 -2.718 -3.636
H 0.829 4.488 -0.481
C 0.179 -2.081 0.111
H 5.778 5.077 2.825
C 0.407 3.409 -3.061
C 5.351 4.192 2.344
C -1.710 -0.479 2.894
H 0.352 -3.958 -2.594
H -1.152 4.754 -3.731
Tl 1.088 1.369 1.290
H 1.141 4.220 -2.926
C 3.756 -1.749 -2.116
H -3.604 0.720 -3.215
H -2.463 -0.462 -3.954
C -4.127 -1.165 -1.072
C 1.333 -0.672 -2.870
P -2.469 -0.586 -1.520
H 3.867 1.019 0.629
H -2.826 -3.928 -1.424
H -2.269 -3.676 0.249
C 1.810 4.432 0.009
C 1.435 -2.093 -2.679
H -1.938 0.203 0.726
H -2.950 1.388 -0.178
H 0.998 -1.422 -0.208
C -0.184 1.072 -3.199
C 0.147 -2.886 -2.697
H -1.197 1.273 -0.558
C 3.712 3.166 0.823
H 2.826 -3.711 -2.418
C -0.891 3.720 -3.485
C 2.689 -2.619 -2.423
H 6.722 2.827 3.302
C 4.244 4.345 1.471
C 2.388 5.623 0.549
```

Atom charges from the Löwdin analysis, given in e for atoms 1 to 5:
1 N 0.102
2 H 0.117
3 C -0.260
4 C -0.153
5 H 0.112